# 1
Below is a 2-piece molecular cluster, C6H12O2 overall in a non-equilibrium geometry, with properties calculated with wB97M-V/def2-TZVPD.

The HOMO energy comes out at -9.8 eV. As for the net charge: 0. As for the SMILES: CC(C)=O.CC(C)=O. For the HOMO-LUMO gap, the calculation gives 10.24 eV.

Geometry (Å):
C: -0.67 -1.62 -0.78
C: -1.27 -1.97 0.50
C: -1.31 -0.89 1.60
O: -1.51 -3.17 0.83
H: 0.37 -1.31 -0.72
H: -1.28 -0.91 -1.34
H: -0.77 -2.56 -1.32
H: -0.59 -0.08 1.63
H: -1.07 -1.40 2.53
H: -2.36 -0.60 1.55
C: 2.16 1.94 -0.58
C: 0.79 1.70 -0.93
C: -0.01 0.73 -0.13
O: 0.29 2.41 -1.79
H: 2.16 2.59 0.30
H: 2.63 2.58 -1.32
H: 2.85 1.13 -0.32
H: 0.71 -0.03 0.18
H: -0.81 0.28 -0.71
H: -0.32 1.18 0.82



# 2
Below is one molecule with the formula C17H15ClN6S3 in a non-equilibrium geometry, with properties calculated with wB97M-V/def2-TZVPD.

The HOMO energy comes out at -8.5 eV. As for the net charge: 0. As for the SMILES: Cc1cc(C)n2nc(SCc3nnc(SCc4ccccc4Cl)s3)nc2n1. For the HOMO-LUMO gap, the calculation gives 8.81 eV.

Geometry (Å):
C: 4.91 -3.67 -2.39
C: 4.19 -2.90 -1.33
C: 4.54 -1.56 -1.05
C: 3.87 -0.86 -0.08
C: 4.12 0.55 0.32
N: 2.90 -1.54 0.56
N: 2.10 -1.12 1.54
C: 1.33 -2.18 1.78
S: 0.08 -2.16 2.98
C: 0.23 -0.41 3.51
C: -0.39 0.51 2.54
N: -1.52 1.09 2.72
N: -1.91 1.88 1.74
C: -1.06 1.94 0.76
S: -1.24 2.89 -0.66
C: -2.95 3.52 -0.40
C: -3.96 2.49 -0.78
C: -4.59 1.73 0.20
C: -5.51 0.75 -0.15
C: -5.80 0.52 -1.48
C: -5.18 1.27 -2.47
C: -4.26 2.24 -2.11
Cl: -3.49 3.15 -3.37
S: 0.36 0.94 1.00
N: 1.58 -3.25 1.02
C: 2.58 -2.87 0.25
N: 3.22 -3.53 -0.69
H: 4.50 -4.67 -2.45
H: 5.97 -3.73 -2.15
H: 4.81 -3.17 -3.35
H: 5.33 -1.09 -1.61
H: 4.35 0.59 1.38
H: 3.22 1.14 0.16
H: 4.94 0.97 -0.25
H: 1.30 -0.21 3.62
H: -0.29 -0.34 4.46
H: -3.02 3.79 0.65
H: -3.01 4.40 -1.03
H: -4.34 1.90 1.23
H: -5.98 0.17 0.62
H: -6.52 -0.24 -1.76
H: -5.41 1.10 -3.51



# 3
Below is one molecule with the formula C5H10O, with properties calculated with wB97M-V/def2-TZVPD.

The HOMO energy comes out at -10.2 eV. As for the net charge: 0. As for the SMILES: OC1CCCC1. For the HOMO-LUMO gap, the calculation gives 11.16 eV.

Geometry (Å):
O: 1.49 0.52 -1.34
C: 0.74 -0.50 -0.70
C: -0.78 -0.33 -0.91
C: -1.18 0.67 0.19
C: -0.32 0.29 1.40
C: 0.97 -0.34 0.82
H: 1.39 0.41 -2.30
H: 1.08 -1.49 -1.05
H: -0.98 0.03 -1.92
H: -1.28 -1.30 -0.80
H: -2.23 0.69 0.49
H: -0.92 1.68 -0.15
H: -0.18 1.17 2.03
H: -0.84 -0.45 2.01
H: 1.88 0.26 0.96
H: 1.17 -1.31 1.28



# 4
Below is a 2-piece molecular cluster, C2H6N4S overall in a non-equilibrium geometry, with properties calculated with wB97M-V/def2-TZVPD.

The expectation value of S² is 2.01. The HOMO energy (spin up / spin down) comes out at -5.8 / -9.5 eV. Its spin multiplicity is 3. As for the net charge: 0. For the HOMO-LUMO gap (spin up / spin down), the calculation gives 6.54 / 8.15 eV.

Geometry (Å):
C: -0.05 1.17 -2.45
C: -0.82 0.32 -3.11
N: 0.04 0.80 -1.04
N: -0.64 -0.25 -0.73
N: 0.86 1.42 -0.31
N: 1.39 -1.99 1.26
S: -1.41 -0.87 -1.98
H: 0.58 2.04 -2.87
H: -1.28 0.22 -4.08
H: 1.57 -2.82 0.73
H: 0.91 1.16 0.64
H: 1.15 -2.30 2.28
H: 0.61 -1.45 0.74